Record 1
Here is a structure of composition C40H45FN10O5STi in a non-equilibrium geometry from OMol25. Energies are from wB97M-V/def2-TZVPD.

Atoms and positions in Å:
Ti: 2.301 0.545 -1.195
F: -1.662 0.900 4.190
C: -2.012 0.955 2.873
C: -1.023 0.964 1.925
C: -1.373 1.053 0.559
C: -0.386 0.988 -0.444
O: 0.858 0.719 -0.085
C: -0.783 1.203 -1.802
C: -2.095 1.378 -2.083
N: -3.079 1.317 -1.133
C: -4.457 1.443 -1.505
C: -4.927 0.832 -2.785
C: -5.337 0.226 -1.474
C: -2.749 1.184 0.216
C: -3.717 1.142 1.201
C: -3.359 1.004 2.557
N: -4.394 0.914 3.540
C: -4.961 2.167 3.986
C: -6.350 1.913 4.543
N: -6.231 0.905 5.657
C: -5.583 -0.374 5.187
C: -4.216 -0.014 4.632
C: 0.149 1.204 -2.990
O: -0.245 1.539 -4.082
O: 1.368 0.779 -2.745
H: 0.020 0.949 2.206
H: -2.402 1.570 -3.099
H: -4.911 2.383 -1.203
H: -4.207 0.282 -3.375
H: -5.657 1.377 -3.364
H: -4.871 -0.708 -1.191
H: -6.360 0.347 -1.141
H: -4.767 1.177 0.945
H: -5.037 2.854 3.145
H: -4.341 2.656 4.761
H: -6.991 1.470 3.783
H: -6.814 2.810 4.949
H: -7.142 0.718 6.074
H: -5.636 1.307 6.386
H: -6.221 -0.788 4.408
H: -5.530 -1.054 6.035
H: -3.723 -0.915 4.273
H: -3.598 0.397 5.447
S: 4.466 0.115 -2.143
C: 3.846 -1.396 -2.807
N: 4.608 -1.976 -3.749
N: 4.042 -2.979 -4.442
C: 2.735 -3.098 -4.922
C: 1.839 -2.027 -4.952
C: 0.572 -2.208 -5.479
C: 0.174 -3.438 -5.990
C: 1.074 -4.494 -5.981
C: 2.345 -4.328 -5.453
N: 2.718 -1.963 -2.433
N: 2.035 -1.422 -1.399
C: 0.925 -2.223 -1.058
C: 0.303 -2.093 0.187
C: -0.810 -2.853 0.512
C: -1.328 -3.776 -0.385
C: -0.706 -3.922 -1.620
C: 0.401 -3.163 -1.957
H: 4.729 -3.572 -4.876
H: 2.131 -1.062 -4.563
H: -0.110 -1.367 -5.493
H: -0.824 -3.571 -6.388
H: 0.787 -5.458 -6.383
H: 3.042 -5.158 -5.436
H: 0.686 -1.385 0.903
H: -1.268 -2.720 1.486
H: -2.193 -4.374 -0.127
H: -1.089 -4.637 -2.339
H: 0.868 -3.274 -2.925
C: 2.693 0.148 2.171
C: 3.585 0.054 3.432
N: 4.910 -0.462 3.089
C: 4.727 -1.671 2.282
C: 4.097 -1.323 0.914
N: 3.529 0.049 0.949
C: 4.645 1.013 1.126
C: 5.584 0.534 2.254
H: 2.153 1.090 2.130
H: 1.979 -0.674 2.149
H: 3.133 -0.608 4.174
H: 3.711 1.035 3.895
H: 4.093 -2.358 2.848
H: 5.696 -2.155 2.147
H: 3.299 -2.017 0.655
H: 4.833 -1.350 0.113
H: 4.197 1.972 1.381
H: 5.180 1.117 0.184
H: 5.895 1.373 2.880
H: 6.486 0.073 1.845
O: 1.880 3.058 1.331
C: 2.358 3.410 0.266
C: 2.712 4.863 -0.032
C: 3.389 4.809 -1.389
C: 3.127 3.385 -1.861
O: 3.316 2.997 -2.987
N: 2.640 2.601 -0.808
H: 3.334 5.248 0.775
H: 1.787 5.442 -0.039
H: 4.471 4.938 -1.323
H: 3.012 5.520 -2.121

Values from the calculation:
- multiplicity = 3
- LUMO level (alpha / beta) (eV) = -1.638 / -1.641
- relative energy (zero: lowest compared OMol25 entry of this formula, charge and spin) (kJ/mol) = 0.0

---

Record 2
Here is a cluster of 3 separate species, C40H45NO6P2 in total from OMol25. Energies are from wB97M-V/def2-TZVPD.

Atoms and positions in Å:
C: -4.841 -2.603 0.576
C: -3.648 -1.841 0.063
C: -2.645 -2.662 -0.710
C: -3.528 -0.534 0.274
C: -2.402 0.367 -0.180
C: -0.983 -0.228 -0.060
C: 0.058 0.732 0.523
C: 0.264 1.931 -0.409
C: 1.350 -0.069 0.758
C: 2.558 0.756 1.268
P: 3.340 -0.073 2.714
C: 2.280 0.818 4.058
C: 3.097 1.308 5.244
O: 3.714 0.258 5.980
P: 4.744 -1.336 1.362
N: 6.144 -1.426 2.356
O: 4.088 -2.830 1.648
H: -5.493 -2.900 -0.253
H: -4.514 -3.533 1.053
H: -5.419 -2.018 1.292
H: -1.851 -3.041 -0.059
H: -3.117 -3.540 -1.155
H: -2.178 -2.075 -1.502
H: -4.335 -0.040 0.811
H: -2.452 1.293 0.401
H: -2.587 0.656 -1.223
H: -0.618 -0.531 -1.047
H: -1.024 -1.122 0.568
H: -0.314 1.104 1.487
H: 0.266 1.620 -1.460
H: -0.551 2.651 -0.297
H: 1.186 2.479 -0.211
H: 1.617 -0.549 -0.189
H: 1.110 -0.865 1.469
H: 2.287 1.776 1.538
H: 3.322 0.807 0.490
H: 4.536 0.529 3.271
H: 2.856 -1.338 3.231
H: 1.544 0.096 4.429
H: 1.733 1.669 3.640
H: 2.450 1.820 5.961
H: 3.842 2.048 4.914
H: 4.341 -0.200 5.410
H: 6.828 -0.721 2.110
H: 5.970 -1.371 3.359
H: 4.132 -3.092 2.579
O: -1.049 10.919 0.326
C: -0.928 9.720 0.198
C: -0.895 9.086 -1.152
C: -0.983 9.896 -2.277
C: -0.936 9.332 -3.540
C: -0.799 7.955 -3.686
C: -0.718 7.142 -2.569
C: -0.768 7.703 -1.298
C: -0.693 6.806 -0.110
O: -0.622 5.603 -0.236
C: -0.702 7.441 1.239
C: -0.602 6.631 2.364
C: -0.592 7.200 3.626
C: -0.683 8.580 3.771
C: -0.789 9.391 2.654
C: -0.801 8.826 1.385
H: -1.087 10.964 -2.147
H: -1.004 9.964 -4.416
H: -0.757 7.518 -4.675
H: -0.617 6.070 -2.665
H: -0.531 5.560 2.233
H: -0.514 6.568 4.501
H: -0.671 9.022 4.758
H: -0.865 10.465 2.750
O: -1.886 -5.924 -1.378
C: -1.198 -6.685 -2.024
C: 0.289 -6.647 -1.916
C: 0.875 -5.740 -1.041
C: 2.252 -5.700 -0.906
C: 3.050 -6.566 -1.646
C: 2.472 -7.466 -2.525
C: 1.090 -7.510 -2.666
C: 0.489 -8.478 -3.627
O: 1.184 -9.198 -4.311
C: -1.000 -8.532 -3.716
C: -1.588 -9.448 -4.579
C: -2.967 -9.528 -4.667
C: -3.766 -8.693 -3.893
C: -3.186 -7.774 -3.036
C: -1.802 -7.689 -2.945
H: 0.240 -5.076 -0.471
H: 2.707 -4.995 -0.221
H: 4.126 -6.537 -1.535
H: 3.080 -8.143 -3.111
H: -0.953 -10.091 -5.173
H: -3.424 -10.242 -5.339
H: -4.844 -8.760 -3.960
H: -3.792 -7.115 -2.430

Values from the calculation:
- LUMO level (eV) = -1.082
- SMILES = CC(C)=CCC[C@H](C)CC[PH2](CCO)P(N)O.O=C1c2ccccc2C(=O)c2ccccc21.O=C1c2ccccc2C(=O)c2ccccc21

---

Record 3
Here is a structure of composition C40H46BaN10Se in a non-equilibrium geometry from OMol25. Energies are from wB97M-V/def2-TZVPD.

Atoms and positions in Å:
Ba: 0.002 -0.042 0.009
C: -2.032 -1.255 4.314
C: -1.226 -0.865 3.240
N: -1.646 -0.849 1.984
C: -2.919 -1.249 1.715
C: -3.794 -1.663 2.725
C: -3.314 -1.656 4.051
C: -5.131 -2.081 2.399
C: -5.560 -2.070 1.123
C: -4.695 -1.627 0.063
C: -5.121 -1.590 -1.281
C: -4.274 -1.135 -2.256
C: -2.997 -0.713 -1.878
N: -2.555 -0.751 -0.629
C: -3.391 -1.205 0.344
H: -1.638 -1.240 5.323
H: -0.198 -0.550 3.414
H: -3.974 -1.972 4.852
H: -5.783 -2.407 3.202
H: -6.566 -2.387 0.873
H: -6.125 -1.921 -1.526
H: -4.575 -1.094 -3.295
H: -2.303 -0.338 -2.627
N: 2.253 0.397 -4.341
C: 1.779 1.687 -4.291
C: 1.037 1.754 -3.155
N: 1.052 0.523 -2.510
C: 1.795 -0.266 -3.263
H: 2.838 0.015 -5.064
H: 2.002 2.421 -5.046
H: 0.491 2.600 -2.766
H: 2.026 -1.301 -3.057
N: -1.147 -3.733 -0.759
C: 0.212 -3.873 -0.574
C: 0.784 -5.151 -0.620
C: 2.128 -5.292 -0.377
C: 2.896 -4.162 -0.099
C: 2.260 -2.948 -0.083
N: 0.937 -2.772 -0.313
H: -1.645 -4.522 -1.135
H: -1.504 -2.833 -1.022
H: 0.160 -6.009 -0.843
H: 2.585 -6.275 -0.408
H: 3.958 -4.228 0.102
H: 2.830 -2.050 0.128
N: -2.963 2.246 1.146
C: -2.009 3.154 0.737
C: -2.318 4.521 0.694
C: -1.364 5.411 0.267
C: -0.102 4.941 -0.103
C: 0.114 3.591 -0.030
N: -0.810 2.686 0.361
H: -3.786 2.622 1.585
H: -2.631 1.387 1.550
H: -3.300 4.858 1.009
H: -1.586 6.471 0.234
H: 0.682 5.611 -0.432
H: 1.088 3.181 -0.294
C: 2.333 -1.968 4.305
C: 3.526 -1.270 4.956
C: 3.156 0.047 5.633
C: 2.803 1.174 4.668
N: 3.935 1.596 3.843
C: 4.099 1.357 2.527
Se: 3.031 0.307 1.435
N: 5.254 1.940 2.142
C: 5.784 1.961 0.776
C: 5.109 3.013 -0.093
C: 5.620 2.986 -1.534
C: 7.077 3.429 -1.682
C: 5.841 2.583 3.236
C: 7.015 3.315 3.355
C: 7.305 3.830 4.606
C: 6.450 3.625 5.696
C: 5.286 2.889 5.572
C: 5.004 2.366 4.316
H: 2.618 -2.950 3.920
H: 1.944 -1.390 3.461
H: 1.530 -2.118 5.034
H: 4.309 -1.095 4.211
H: 3.960 -1.930 5.708
H: 3.970 0.374 6.280
H: 2.287 -0.111 6.279
H: 2.457 2.052 5.215
H: 2.016 0.870 3.984
H: 5.651 0.969 0.349
H: 6.851 2.152 0.858
H: 5.280 4.002 0.345
H: 4.034 2.827 -0.075
H: 4.983 3.637 -2.137
H: 5.498 1.973 -1.934
H: 7.228 4.418 -1.240
H: 7.366 3.488 -2.732
H: 7.769 2.734 -1.198
H: 7.668 3.492 2.509
H: 8.209 4.410 4.743
H: 6.704 4.054 6.658
H: 4.620 2.749 6.415

Values from the calculation:
- LUMO level (eV) = -5.140
- charge = +2
- relative energy (zero: lowest compared OMol25 entry of this formula, charge and spin) (kJ/mol) = 25.1

---

Number 1: total energy -104016.0889 eV. Number 2: total energy -74561.9517 eV. Number 3: total energy -123162.4254 eV.